# 1
Formula: C6H10
Source: OMol25
Level of theory: ωB97M-V/def2-TZVPD

Structure (ORCA input):
```
! wB97M-V def2-TZVPD RIJCOSX def2/J DEFGRID3
* xyz 0 1
C -1.41 -0.20 -0.28
C -1.02 0.88 0.39
C 0.37 1.29 0.01
C 1.46 0.28 0.33
C 0.81 0.27 -1.02
C -0.36 -0.69 -1.25
H -2.36 -0.71 -0.15
H -1.60 1.40 1.14
H 0.63 2.34 -0.06
H 2.48 0.65 0.38
H 1.24 -0.52 1.02
H 1.41 0.57 -1.88
H -0.71 -0.66 -2.29
H -0.08 -1.73 -1.05
H -0.22 -1.78 2.60
H -0.63 -1.39 2.11
*
```

gap between HOMO and LUMO = 10.1 eV
ΔE to the lowest compared entry with this formula, charge and spin = 183.6 kJ/mol
E_HOMO = -8.8 eV
SMILES = C1=C[C@H]2C[C@H]2C1.[H][H]
E_LUMO = 1.3 eV

For each atom in turn, the Mulliken charge in e is: number 1, C, carries -0.440; number 2, C, carries -0.572; number 3, C, carries -0.019; number 4, C, carries -0.678; number 5, C, carries -0.185; number 6, C, carries -0.594; number 7, H, carries 0.379; number 8, H, carries 0.414; number 9, H, carries 0.389; number 10, H, carries 0.281; number 11, H, carries 0.060; number 12, H, carries 0.370; number 13, H, carries 0.338; number 14, H, carries 0.251; number 15, H, carries 0.230; number 16, H, carries -0.223

# 2
Formula: C6H10
Source: OMol25
Level of theory: ωB97M-V/def2-TZVPD

Structure (ORCA input):
```
! wB97M-V def2-TZVPD RIJCOSX def2/J DEFGRID3
* xyz 0 1
C 1.94 -0.25 0.26
C 0.49 0.06 0.00
C -0.42 -0.87 -0.79
C -1.68 -0.46 -0.05
C -0.57 0.50 0.97
C -0.04 1.49 0.02
H 2.36 0.45 1.00
H 2.53 -0.17 -0.66
H 2.05 -1.26 0.66
H -0.43 -0.74 -1.87
H -0.17 -1.91 -0.56
H -2.25 -1.30 0.41
H -2.41 0.18 -0.56
H -1.37 0.18 1.57
H 0.68 2.24 0.36
H -0.70 1.86 -0.76
*
```

gap between HOMO and LUMO = 9.8 eV
ΔE to the lowest compared entry with this formula, charge and spin = 347.7 kJ/mol
E_HOMO = -8.7 eV
SMILES = C[C@@]12CC[C@@H]1C2
E_LUMO = 1.2 eV

For each atom in turn, the Mulliken charge in e is: number 1, C, carries -1.427; number 2, C, carries 1.001; number 3, C, carries -0.638; number 4, C, carries -0.709; number 5, C, carries -0.606; number 6, C, carries -0.729; number 7, H, carries 0.341; number 8, H, carries 0.312; number 9, H, carries 0.343; number 10, H, carries 0.261; number 11, H, carries 0.299; number 12, H, carries 0.330; number 13, H, carries 0.308; number 14, H, carries 0.448; number 15, H, carries 0.278; number 16, H, carries 0.188

# 3
Formula: C6H10
Source: OMol25
Level of theory: ωB97M-V/def2-TZVPD

Structure (ORCA input):
```
! wB97M-V def2-TZVPD RIJCOSX def2/J DEFGRID3
* xyz 0 1
C 2.37 -0.11 -0.04
C 1.11 0.44 -0.58
C 0.25 1.02 -1.31
C -0.45 0.06 0.14
C -1.10 -1.17 -0.47
C -1.46 1.11 0.60
H 2.32 -1.21 0.04
H 3.19 0.14 -0.71
H 2.60 0.30 0.95
H 0.09 -0.25 1.06
H -1.65 -0.90 -1.37
H -1.79 -1.64 0.25
H -0.34 -1.91 -0.75
H -2.14 1.39 -0.21
H -2.05 0.70 1.43
H -0.96 2.02 0.95
*
```

gap between HOMO and LUMO = 10.5 eV
ΔE to the lowest compared entry with this formula, charge and spin = 353.1 kJ/mol
E_HOMO = -9.5 eV
E_LUMO = 0.9 eV

For each atom in turn, the Mulliken charge in e is: number 1, C, carries -1.101; number 2, C, carries 0.961; number 3, C, carries -1.143; number 4, C, carries 0.618; number 5, C, carries -1.299; number 6, C, carries -1.427; number 7, H, carries 0.314; number 8, H, carries 0.312; number 9, H, carries 0.320; number 10, H, carries 0.282; number 11, H, carries 0.335; number 12, H, carries 0.362; number 13, H, carries 0.339; number 14, H, carries 0.356; number 15, H, carries 0.401; number 16, H, carries 0.370

# 4
Formula: C6H10
Source: OMol25
Level of theory: ωB97M-V/def2-TZVPD

Structure (ORCA input):
```
! wB97M-V def2-TZVPD RIJCOSX def2/J DEFGRID3
* xyz 0 1
C -0.53 -0.33 -2.15
C -1.44 -1.15 -1.71
C -1.19 -0.07 -0.82
C 1.64 0.28 0.18
C -0.21 0.55 1.86
C 0.29 -0.08 0.62
H 0.19 0.16 -2.78
H -1.96 -2.02 -1.82
H -1.89 0.77 -0.71
H 1.64 0.01 -0.85
H 2.50 -0.29 0.57
H 1.89 1.30 0.39
H 0.24 0.23 2.76
H -1.12 0.17 2.08
H -0.18 1.65 1.77
H 0.10 -1.18 0.59
*
```

gap between HOMO and LUMO = 9.0 eV
ΔE to the lowest compared entry with this formula, charge and spin = 483.9 kJ/mol
E_HOMO = -7.7 eV
E_LUMO = 1.2 eV

For each atom in turn, the Mulliken charge in e is: number 1, C, carries -0.334; number 2, C, carries -0.606; number 3, C, carries -0.273; number 4, C, carries -1.065; number 5, C, carries -1.487; number 6, C, carries 0.290; number 7, H, carries 0.474; number 8, H, carries 0.435; number 9, H, carries 0.295; number 10, H, carries 0.278; number 11, H, carries 0.295; number 12, H, carries 0.287; number 13, H, carries 0.413; number 14, H, carries 0.444; number 15, H, carries 0.315; number 16, H, carries 0.238

# 5
Formula: C6H10
Source: OMol25
Level of theory: ωB97M-V/def2-TZVPD

Structure (ORCA input):
```
! wB97M-V def2-TZVPD RIJCOSX def2/J DEFGRID3
* xyz 0 1
C -0.54 2.35 0.97
C 0.25 1.95 -0.15
C 0.48 -3.10 0.21
C 0.14 -1.99 -0.62
C 0.35 -0.71 -0.18
C 0.00 0.59 -0.88
H -0.76 3.45 1.25
H -0.46 1.86 2.01
H -1.97 2.06 0.74
H 1.01 2.56 -0.57
H 0.57 0.48 -1.89
H 0.39 -4.21 -0.04
H 1.13 -2.82 1.05
H -0.58 -2.27 -1.49
H 1.09 -0.59 0.74
H -1.10 0.40 -1.13
*
```

gap between HOMO and LUMO = 4.0 eV
ΔE to the lowest compared entry with this formula, charge and spin = 718.0 kJ/mol
E_HOMO = -5.8 eV
E_LUMO = -1.8 eV

For each atom in turn, the Mulliken charge in e is: number 1, C, carries -0.941; number 2, C, carries -0.433; number 3, C, carries -0.761; number 4, C, carries 0.019; number 5, C, carries -0.155; number 6, C, carries -0.366; number 7, H, carries 0.314; number 8, H, carries 0.241; number 9, H, carries 0.164; number 10, H, carries 0.445; number 11, H, carries 0.283; number 12, H, carries 0.265; number 13, H, carries 0.217; number 14, H, carries 0.239; number 15, H, carries 0.150; number 16, H, carries 0.320

# 6
Formula: C6H10
Source: OMol25
Level of theory: ωB97M-V/def2-TZVPD

Structure (ORCA input):
```
! wB97M-V def2-TZVPD RIJCOSX def2/J DEFGRID3
* xyz 0 1
C -0.99 -0.75 1.45
C -0.57 0.36 0.51
C 0.93 0.75 0.44
C 0.79 0.66 -1.04
C 0.41 -0.83 -1.46
C -0.60 0.17 -1.05
H -0.75 -0.48 2.48
H -2.07 -0.93 1.39
H -0.47 -1.69 1.22
H -1.14 1.27 0.72
H 1.17 1.76 0.80
H 1.64 0.03 0.86
H 1.16 1.35 -1.81
H 0.65 -1.61 -0.75
H 1.26 -0.57 -2.09
H -1.42 0.53 -1.66
*
```

gap between HOMO and LUMO = 10.0 eV
ΔE to the lowest compared entry with this formula, charge and spin = 290.7 kJ/mol
E_HOMO = -8.8 eV
SMILES = C[C@H]1C[C@H]2C[C@H]21
E_LUMO = 1.2 eV

For each atom in turn, the Mulliken charge in e is: number 1, C, carries -1.313; number 2, C, carries 0.285; number 3, C, carries -0.898; number 4, C, carries -0.081; number 5, C, carries -0.728; number 6, C, carries -0.448; number 7, H, carries 0.356; number 8, H, carries 0.342; number 9, H, carries 0.252; number 10, H, carries 0.372; number 11, H, carries 0.289; number 12, H, carries 0.264; number 13, H, carries 0.446; number 14, H, carries 0.143; number 15, H, carries 0.371; number 16, H, carries 0.348

# 7
Formula: C6H10
Source: OMol25
Level of theory: ωB97M-V/def2-TZVPD

Structure (ORCA input):
```
! wB97M-V def2-TZVPD RIJCOSX def2/J DEFGRID3
* xyz 0 3
C -0.01 0.75 -0.07
C -1.67 0.74 0.43
C 1.16 1.47 0.25
C 1.19 0.23 -0.66
C -2.66 -0.25 0.13
C 1.99 -0.93 -0.17
H -1.86 1.71 0.89
H 1.40 2.45 -0.05
H 1.71 1.24 1.11
H 1.26 0.37 -1.75
H -3.33 -0.39 1.01
H -2.21 -1.25 -0.17
H -3.45 0.01 -0.78
H 1.93 -1.08 1.00
H 3.01 -0.76 -0.50
H 1.73 -2.01 -0.35
*
```

gap between HOMO and LUMO (alpha / beta) = 7.4 / 9.2 eV
ΔE to the lowest compared entry with this formula, charge and spin = 107.6 kJ/mol
E_HOMO (alpha / beta) = -6.2 / -9.7 eV
E_LUMO (alpha / beta) = 1.1 / -0.6 eV

For each atom in turn, the Mulliken charge in e is: number 1, C, carries -0.022; number 2, C, carries -0.325; number 3, C, carries -0.909; number 4, C, carries 0.438; number 5, C, carries -0.813; number 6, C, carries -1.240; number 7, H, carries 0.378; number 8, H, carries 0.303; number 9, H, carries 0.240; number 10, H, carries 0.307; number 11, H, carries 0.285; number 12, H, carries 0.255; number 13, H, carries 0.202; number 14, H, carries 0.240; number 15, H, carries 0.328; number 16, H, carries 0.333

# 8
Formula: C6H10BClF2HfO6
Source: OMol25
Level of theory: ωB97M-V/def2-TZVPD

Structure (ORCA input):
```
! wB97M-V def2-TZVPD RIJCOSX def2/J DEFGRID3
* xyz 2 1
Hf -0.74 3.64 2.91
B 1.08 2.36 3.84
H 0.19 1.89 4.23
H 1.98 1.96 4.28
H 1.02 2.13 2.79
H 0.99 3.42 3.99
Cl -0.84 1.80 0.74
C 2.37 0.06 -0.30
C 2.21 -1.42 -0.11
O 2.53 -1.91 -1.42
C 2.73 -0.95 -2.27
O 2.97 -1.06 -3.47
O 2.39 0.23 -1.71
F 0.88 -1.60 0.09
H 3.30 0.34 0.20
H 1.62 0.59 0.29
H 2.68 -1.81 0.79
C -1.84 -1.35 -1.19
C -2.60 -0.92 -2.46
O -3.80 -0.33 -1.97
C -3.90 -0.48 -0.65
O -4.88 -0.15 0.06
O -2.80 -1.24 -0.22
F -2.94 -2.01 -3.12
H -1.04 -0.63 -0.98
H -1.50 -2.38 -1.24
H -2.08 -0.20 -3.09
*
```

gap between HOMO and LUMO = 1.8 eV
ΔE to the lowest compared entry with this formula, charge and spin = 233.0 kJ/mol
E_HOMO = -15.7 eV
E_LUMO = -13.9 eV

For each atom in turn, the Mulliken charge in e is: number 1, Hf, carries 1.547; number 2, B, carries 0.366; number 3, H, carries 0.064; number 4, H, carries 0.117; number 5, H, carries -0.128; number 6, H, carries -0.021; number 7, Cl, carries -0.181; number 8, C, carries 0.188; number 9, C, carries 0.291; number 10, O, carries -0.288; number 11, C, carries 0.623; number 12, O, carries -0.478; number 13, O, carries -0.330; number 14, F, carries -0.240; number 15, H, carries 0.373; number 16, H, carries -0.371; number 17, H, carries 0.340; number 18, C, carries 0.226; number 19, C, carries 0.338; number 20, O, carries -0.289; number 21, C, carries 0.647; number 22, O, carries -0.484; number 23, O, carries -0.296; number 24, F, carries -0.263; number 25, H, carries -0.349; number 26, H, carries 0.286; number 27, H, carries 0.315

# 9
Formula: C6H10BF2InO6
Source: OMol25
Level of theory: ωB97M-V/def2-TZVPD

Structure (ORCA input):
```
! wB97M-V def2-TZVPD RIJCOSX def2/J DEFGRID3
* xyz 2 1
In 0.14 -2.55 -1.83
B -0.39 -5.45 -2.14
H 0.65 -5.06 -2.53
H -0.22 -6.59 -1.95
H -0.64 -5.06 -1.06
H -1.13 -5.01 -2.90
C -0.10 0.62 3.52
C -1.40 -0.13 3.67
O -1.26 -1.04 2.56
C -0.48 -0.48 1.60
O -0.33 -0.94 0.50
O 0.12 0.57 2.11
F -2.53 0.56 3.41
H 0.74 0.08 3.97
H -0.04 1.64 3.88
H -1.52 -0.73 4.57
C 0.36 3.69 -1.34
C 1.62 3.43 -2.14
O 1.33 2.17 -2.70
C 0.46 1.55 -1.89
O 0.19 0.36 -1.94
O -0.04 2.36 -1.00
F 2.63 3.34 -1.21
H -0.42 4.22 -1.90
H 0.38 4.25 -0.40
H 1.87 4.22 -2.84
*
```

gap between HOMO and LUMO = 3.4 eV
ΔE to the lowest compared entry with this formula, charge and spin = 112.2 kJ/mol
E_HOMO = -17.6 eV
E_LUMO = -14.2 eV

For each atom in turn, the Mulliken charge in e is: number 1, In, carries 1.365; number 2, B, carries 0.082; number 3, H, carries 0.081; number 4, H, carries 0.279; number 5, H, carries 0.066; number 6, H, carries 0.064; number 7, C, carries -0.387; number 8, C, carries 0.309; number 9, O, carries -0.319; number 10, C, carries 0.462; number 11, O, carries -0.427; number 12, O, carries -0.313; number 13, F, carries -0.240; number 14, H, carries 0.290; number 15, H, carries 0.316; number 16, H, carries 0.309; number 17, C, carries -0.470; number 18, C, carries 0.348; number 19, O, carries -0.264; number 20, C, carries 0.508; number 21, O, carries -0.488; number 22, O, carries -0.273; number 23, F, carries -0.260; number 24, H, carries 0.305; number 25, H, carries 0.301; number 26, H, carries 0.357

# 10
Formula: C6H10BNO2
Source: OMol25
Level of theory: ωB97M-V/def2-TZVPD

Structure (ORCA input):
```
! wB97M-V def2-TZVPD RIJCOSX def2/J DEFGRID3
* xyz 0 1
B -0.76 -1.74 0.16
C -0.57 2.19 -0.04
C 0.72 2.04 -0.39
C -1.15 1.23 0.67
C 1.57 0.92 0.07
C 1.26 -0.34 -0.94
C -0.12 -0.74 -0.79
N -1.76 0.78 1.63
O -2.12 -1.81 0.47
O -0.05 -2.78 0.68
H -1.24 3.03 -0.35
H 1.18 2.92 -0.91
H 2.60 0.97 0.01
H 1.39 0.67 1.04
H 1.60 0.12 -2.00
H 1.88 -1.19 -0.68
H -0.79 -0.18 -1.43
H -2.11 -0.18 1.71
H -2.32 -2.73 0.64
H 0.78 -3.18 0.44
*
```

gap between HOMO and LUMO (alpha / beta) = 7.6 / 6.5 eV
ΔE to the lowest compared entry with this formula, charge and spin = 333.2 kJ/mol
E_HOMO (alpha / beta) = -7.4 / -6.7 eV
E_LUMO (alpha / beta) = 0.1 / -0.2 eV

For each atom in turn, the Mulliken charge in e is: number 1, B, carries 0.814; number 2, C, carries -0.438; number 3, C, carries -0.166; number 4, C, carries 0.451; number 5, C, carries -1.031; number 6, C, carries -0.429; number 7, C, carries -0.867; number 8, N, carries -0.605; number 9, O, carries -0.648; number 10, O, carries -0.712; number 11, H, carries 0.327; number 12, H, carries 0.331; number 13, H, carries 0.462; number 14, H, carries 0.464; number 15, H, carries 0.257; number 16, H, carries 0.286; number 17, H, carries 0.497; number 18, H, carries 0.402; number 19, H, carries 0.297; number 20, H, carries 0.310

# 11
Formula: C6H10BrNO2
Source: OMol25
Level of theory: ωB97M-V/def2-TZVPD

Structure (ORCA input):
```
! wB97M-V def2-TZVPD RIJCOSX def2/J DEFGRID3
* xyz 0 1
C 3.91 0.47 0.69
C 2.70 0.16 -0.11
Br 2.15 -1.65 -0.17
N 1.97 0.92 -0.80
O 2.31 2.27 -0.82
H 4.81 0.20 0.13
H 3.94 1.54 0.89
H 3.91 -0.08 1.62
H 1.59 2.68 -1.31
C -3.25 -1.81 -0.03
C -3.08 -0.30 -0.16
C -1.62 0.07 -0.31
C -0.95 0.74 0.56
O -0.33 1.39 1.31
H -4.30 -2.05 0.12
H -2.67 -2.19 0.81
H -2.90 -2.31 -0.93
H -3.63 0.06 -1.03
H -3.48 0.20 0.72
H -1.10 -0.33 -1.16
*
```

gap between HOMO and LUMO = 9.4 eV
ΔE to the lowest compared entry with this formula, charge and spin = 230.8 kJ/mol
E_HOMO = -8.7 eV
SMILES = C/C(Br)=N\O.CCC=C=O
E_LUMO = 0.8 eV

For each atom in turn, the Mulliken charge in e is: number 1, C, carries -1.035; number 2, C, carries 0.553; number 3, Br, carries -0.136; number 4, N, carries -0.305; number 5, O, carries -0.391; number 6, H, carries 0.296; number 7, H, carries 0.321; number 8, H, carries 0.343; number 9, H, carries 0.338; number 10, C, carries -1.083; number 11, C, carries -0.502; number 12, C, carries -0.530; number 13, C, carries 0.622; number 14, O, carries -0.411; number 15, H, carries 0.322; number 16, H, carries 0.320; number 17, H, carries 0.311; number 18, H, carries 0.265; number 19, H, carries 0.309; number 20, H, carries 0.392

# 12
Formula: C6H10ClN
Source: OMol25
Level of theory: ωB97M-V/def2-TZVPD

Structure (ORCA input):
```
! wB97M-V def2-TZVPD RIJCOSX def2/J DEFGRID3
* xyz 0 1
C 2.45 1.77 -0.09
C 1.25 1.25 -0.21
C 0.85 -0.10 0.20
C 1.69 -1.14 0.29
Cl 3.28 -1.31 -0.34
C -0.56 -0.29 0.62
N -1.41 -0.54 -0.58
C -2.82 -0.64 -0.32
H 3.24 1.22 0.45
H 2.66 2.79 -0.44
H 0.40 1.77 -0.64
H 1.34 -2.09 0.67
H -0.85 0.58 1.21
H -0.59 -1.21 1.30
H -1.22 0.06 -1.37
H -3.08 -1.48 0.31
H -3.32 0.21 0.18
H -3.31 -0.84 -1.24
*
```

gap between HOMO and LUMO = 9.6 eV
ΔE to the lowest compared entry with this formula, charge and spin = 147.3 kJ/mol
E_HOMO = -8.8 eV
SMILES = C=C/C(=C\Cl)CNC
E_LUMO = 0.8 eV

For each atom in turn, the Mulliken charge in e is: number 1, C, carries -0.765; number 2, C, carries -0.178; number 3, C, carries 0.590; number 4, C, carries -0.428; number 5, Cl, carries -0.176; number 6, C, carries -0.712; number 7, N, carries -0.278; number 8, C, carries -0.950; number 9, H, carries 0.228; number 10, H, carries 0.252; number 11, H, carries 0.224; number 12, H, carries 0.296; number 13, H, carries 0.315; number 14, H, carries 0.356; number 15, H, carries 0.250; number 16, H, carries 0.292; number 17, H, carries 0.310; number 18, H, carries 0.375

What is the formula in the fourth record?
C6H10